C30H31CeNOP2 | wB97M-V/def2-TZVPD

Last column: Mulliken charge in e.
Cartesian coordinates (Å):
C (-1.740, 2.931, -3.638)  -0.84
C (-1.413, 1.703, -3.067)  0.37
C (-0.036, 1.329, -3.058)  0.57
C (0.963, 2.248, -3.431)  0.25
C (0.598, 3.485, -3.966)  -0.75
C (-0.749, 3.808, -4.100)  -0.79
C (2.356, 1.907, -2.989)  -0.52
C (2.658, 0.440, -3.099)  0.23
C (1.603, -0.434, -2.767)  0.59
C (1.853, -1.821, -2.533)  0.24
C (3.141, -2.294, -2.772)  -0.82
C (4.175, -1.431, -3.165)  -0.84
C (3.943, -0.064, -3.298)  -0.95
H (-2.793, 3.213, -3.709)  0.44
H (1.387, 4.172, -4.274)  0.49
H (-1.036, 4.758, -4.548)  0.42
H (3.097, 2.504, -3.546)  0.83
H (3.341, -3.359, -2.639)  0.44
H (5.168, -1.834, -3.354)  0.42
H (4.745, 0.628, -3.568)  0.51
N (0.318, 0.073, -2.576)  -0.27
Ce (0.540, 0.498, -0.089)  0.27
C (-2.446, 0.820, -2.398)  -1.25
H (-2.360, -0.215, -2.766)  0.40
H (-3.455, 1.199, -2.620)  0.65
C (0.749, -2.717, -2.010)  -1.17
H (-0.156, -2.606, -2.627)  0.45
H (1.080, -3.764, -2.041)  0.67
P (-2.310, 0.732, -0.543)  1.00
P (0.215, -2.393, -0.264)  1.03
C (1.425, -3.392, 0.674)  -1.36
H (1.196, -3.314, 1.746)  0.41
H (1.364, -4.446, 0.365)  0.49
H (2.443, -3.017, 0.503)  0.37
C (-1.256, -3.465, -0.174)  -1.27
H (-0.958, -4.522, -0.245)  0.44
H (-1.767, -3.297, 0.783)  0.39
H (-1.948, -3.224, -0.992)  0.37
C (-2.881, 2.408, -0.092)  -1.30
H (-3.794, 2.660, -0.649)  0.48
H (-3.096, 2.442, 0.984)  0.44
H (-2.110, 3.155, -0.313)  0.25
C (-3.785, -0.259, -0.156)  -1.17
H (-3.826, -0.438, 0.926)  0.41
H (-4.698, 0.270, -0.464)  0.43
H (-3.742, -1.229, -0.667)  0.36
C (-0.815, -0.473, 1.845)  0.32
O (-1.382, -0.893, 2.769)  -0.22
H (2.391, 2.148, -1.842)  -0.31
C (4.761, 2.105, 3.074)  -0.70
C (4.051, 0.961, 2.663)  -1.17
C (3.028, 1.069, 1.723)  -0.23
C (2.651, 2.334, 1.201)  0.87
C (1.557, 2.530, 0.300)  0.68
C (1.180, 3.784, -0.158)  0.15
C (1.933, 4.914, 0.236)  -1.02
C (3.015, 4.772, 1.088)  -0.79
C (3.391, 3.508, 1.613)  0.54
C (4.446, 3.352, 2.544)  -0.82
H (5.562, 2.016, 3.807)  0.42
H (4.304, -0.014, 3.084)  0.46
H (2.515, 0.136, 1.399)  0.41
H (0.321, 3.908, -0.821)  0.29
H (1.658, 5.903, -0.135)  0.44
H (3.604, 5.642, 1.392)  0.42
H (4.999, 4.245, 2.843)  0.44

Atomic forces in eV per Å
0.0 0.1 0.2
0.7 0.0 0.2
-0.2 0.5 0.3
-0.5 0.3 0.2
0.2 -0.4 0.0
-0.2 -0.1 -0.1
0.2 0.4 0.6
0.4 -0.4 0.4
0.1 0.0 0.5
0.0 0.6 0.2
0.2 0.1 0.1
-0.2 -0.2 0.0
-0.4 0.1 -0.2
0.3 0.0 0.0
-0.3 -0.1 0.1
0.0 -0.2 0.1
-0.2 -0.1 0.6
0.0 0.3 -0.1
-0.2 0.1 0.1
-0.2 -0.3 0.1
-0.5 -0.6 2.5
1.2 1.3 -3.4
0.3 -0.2 -0.5
-0.1 0.3 0.1
0.2 -0.2 0.1
0.0 0.2 -0.4
0.2 -0.1 0.1
-0.2 0.2 0.0
-1.3 0.7 -1.3
0.4 -1.6 -0.9
0.1 0.3 0.4
0.2 -0.1 -0.2
0.0 0.3 0.1
-0.2 -0.1 0.0
-0.5 0.3 0.2
-0.1 0.4 0.0
0.0 -0.2 -0.2
0.2 -0.1 0.2
0.3 0.2 0.4
0.2 -0.1 0.1
0.0 0.1 -0.2
-0.2 -0.1 0.0
0.1 -0.5 0.4
-0.2 0.0 -0.2
0.3 -0.1 0.0
0.0 0.2 0.1
-2.7 -1.9 4.9
2.3 1.7 -4.1
0.4 0.0 -2.0
-0.1 0.8 -0.3
-0.6 -0.2 -0.5
0.4 -0.1 0.5
0.2 0.9 0.0
-0.6 -0.4 0.0
0.4 -0.3 0.4
0.3 0.2 0.2
-0.3 0.1 -0.2
-0.3 -0.8 -0.1
0.2 -0.5 0.2
-0.2 0.0 -0.2
0.0 0.3 -0.2
0.5 0.2 0.4
0.2 0.0 0.0
0.1 -0.3 0.1
-0.3 -0.2 -0.1
-0.1 -0.3 0.0

The lowest unoccupied orbital energy (spin up / spin down) comes out at -7.610 / -7.617 eV. The HOMO-LUMO gap (spin up / spin down) is 5.18 / 5.17 eV. The HOMO energy (spin up / spin down) is -12.787 / -12.788 eV. The charge is +2.